32
Properties=species:S:1:pos:R:3:forces:R:3 method="wB97M-V/def2-TZVPD" e_tot_ha=-1311.14265 e_homo_ev=-8.7 mol_weight_g_mol=283.17 smiles="O=C1OCCO1.O=C1OCCO1.CPCON=O"
O 0.134 0.239 -0.103 0.13 -0.02 0.15
C 1.171 0.781 0.129 -0.04 0.04 -0.02
O 1.292 1.976 0.735 0.03 -0.03 -0.03
C 2.675 2.189 1.039 0.12 0.07 0.08
C 3.364 1.295 0.029 0.15 0.07 -0.02
O 2.382 0.273 -0.188 -0.01 0.02 0.03
H 2.929 3.239 0.932 -0.16 0.03 -0.05
H 2.858 1.878 2.069 -0.01 -0.03 -0.01
H 3.555 1.802 -0.918 -0.04 0.01 0.00
H 4.290 0.860 0.395 -0.08 -0.15 0.00
O -1.415 1.822 -5.587 0.00 -0.02 0.02
C -1.276 0.942 -4.802 0.01 0.03 -0.02
O -0.134 0.690 -4.119 -0.06 -0.07 -0.01
C -0.420 -0.289 -3.109 -0.02 -0.06 0.07
C -1.639 -0.985 -3.676 0.01 -0.12 0.02
O -2.239 0.049 -4.465 0.06 -0.01 0.02
H 0.429 -0.954 -2.972 0.09 0.10 -0.10
H -0.627 0.219 -2.170 -0.04 -0.01 -0.07
H -1.381 -1.819 -4.331 0.02 0.03 -0.02
H -2.330 -1.331 -2.913 -0.11 0.12 -0.04
C -2.253 -0.549 1.686 0.08 -0.36 0.54
P -1.205 0.254 2.985 0.32 0.97 -0.72
C 0.188 -0.965 3.220 -0.36 -0.19 0.17
O 0.090 -1.945 4.268 0.13 0.48 0.17
N -1.179 -2.578 4.321 -0.13 -0.74 0.02
O -1.372 -3.275 3.405 -0.05 0.36 -0.02
H -1.774 -1.470 1.365 0.00 -0.09 -0.07
H -3.232 -0.804 2.079 -0.19 0.05 -0.09
H -2.320 0.102 0.825 -0.11 0.17 -0.04
H -1.992 0.180 4.151 0.12 -0.59 0.05
H 0.358 -1.434 2.251 -0.03 -0.08 -0.15
H 1.075 -0.395 3.469 0.17 0.00 0.17